Record 1
{
  "formula": "C27H22N4O8Ti",
  "method": "ωB97M-V/def2-TZVPD",
  "total_charge": -1,
  "s2": 0.79,
  "relative_energy_kj_mol": 26.59,
  "lumo_energy_ev": [2.189, 2.180],
  "homo_energy_ev": [-3.44, -4.93],
  "spin_multiplicity": 2,
  "symbols": ["Ti", "C", "O", "C", "C", "C", "C", "C", "C", "N", "N", "C", "C", "O", "C", "C", "C", "C", "C", "C", "C", "C", "H", "H", "H", "H", "H", "H", "H", "H", "H", "H", "H", "H", "H", "O", "C", "O", "C", "C", "C", "C", "C", "N", "C", "O", "O", "H", "H", "H", "N", "C", "C", "C", "O", "O", "H", "H", "H", "H", "H", "H"],
  "positions_angstrom": [[1.1355, -0.0657, -0.4585], [1.9978, 0.8444, -3.6635], [1.0277, 0.8464, -2.6093], [-0.2911, 0.9677, -2.9800], [-0.7636, 0.9541, -4.2755], [-2.1315, 1.1158, -4.4899], [-2.9913, 1.2945, -3.4181], [-2.5068, 1.3039, -2.1161], [-1.1484, 1.1256, -1.8874], [-0.5221, 1.0963, -0.6402], [-1.2377, 1.6525, 0.3379], [-0.6178, 1.8925, 1.5120], [0.7581, 1.7248, 1.7614], [1.5775, 1.1972, 0.8513], [1.3169, 2.1309, 2.9910], [0.5499, 2.6683, 3.9831], [-0.8495, 2.8345, 3.7948], [-1.6695, 3.3771, 4.8102], [-3.0153, 3.5359, 4.6234], [-3.5980, 3.1528, 3.4005], [-2.8254, 2.6243, 2.4002], [-1.4344, 2.4522, 2.5678], [1.8596, 1.7437, -4.2672], [2.9653, 0.8546, -3.1781], [1.8835, -0.0592, -4.2594], [-0.0937, 0.8007, -5.1084], [-2.5160, 1.0913, -5.5014], [-4.0532, 1.4142, -3.5920], [-3.1602, 1.4330, -1.2661], [2.3840, 1.9916, 3.1150], [0.9951, 2.9687, 4.9243], [-1.2066, 3.6649, 5.7479], [-3.6312, 3.9511, 5.4118], [-4.6641, 3.2730, 3.2515], [-3.2649, 2.3232, 1.4600], [-0.4454, -2.5802, 2.4499], [0.2687, -1.9208, 1.7173], [-0.0680, -0.9284, 0.9713], [1.7477, -2.2320, 1.5982], [2.4705, -3.1681, 2.3165], [3.8292, -3.2825, 2.0523], [4.4269, -2.4760, 1.0895], [3.6245, -1.5743, 0.4167], [2.3343, -1.4783, 0.6865], [4.0422, -0.6069, -0.6687], [5.1976, -0.5199, -1.0273], [3.0291, 0.0644, -1.1222], [1.9612, -3.7738, 3.0526], [4.4264, -4.0031, 2.5970], [5.4792, -2.5294, 0.8495], [-2.3276, -2.2549, -0.6849], [-1.4971, -3.3760, -1.1161], [-0.9421, -3.1524, -2.5128], [0.2438, -2.2021, -2.6251], [0.8198, -2.0625, -3.6886], [0.5841, -1.5953, -1.5204], [-1.7541, -1.4172, -0.6647], [-2.5915, -2.3917, 0.2852], [-2.1223, -4.2731, -1.1312], [-0.6617, -3.5818, -0.4322], [-1.7255, -2.7646, -3.1695], [-0.6087, -4.0960, -2.9520]]
}

Record 2
{
  "formula": "C27H23BrCl5NOPdSi",
  "method": "ωB97M-V/def2-TZVPD",
  "total_charge": -2,
  "lumo_energy_ev": 4.251,
  "homo_energy_ev": -1.00,
  "symbols": ["Pd", "Cl", "C", "C", "C", "Cl", "C", "Cl", "C", "Cl", "C", "Cl", "Br", "C", "C", "C", "C", "N", "C", "H", "H", "H", "H", "C", "C", "C", "C", "Si", "O", "C", "C", "C", "C", "C", "C", "C", "C", "C", "C", "C", "C", "H", "H", "H", "H", "H", "H", "H", "H", "H", "H", "H", "H", "H", "H", "H", "H", "H", "H", "H"],
  "positions_angstrom": [[1.2962, 0.6334, 1.5908], [-1.0162, -0.3546, 3.5739], [0.5743, -0.9462, 4.0332], [1.6247, -0.7650, 3.1259], [2.8507, -1.2301, 3.5810], [4.2505, -1.0764, 2.5159], [3.0565, -1.8264, 4.8220], [4.6298, -2.3699, 5.3282], [1.9739, -1.9932, 5.6780], [2.1856, -2.7437, 7.2298], [0.7131, -1.5510, 5.2750], [-0.6397, -1.7740, 6.3440], [5.7273, 2.8989, 3.3241], [4.0784, 2.7339, 2.3859], [4.0649, 2.3865, 1.0369], [2.8426, 2.3289, 0.4011], [1.6485, 2.6190, 1.1114], [1.6950, 2.8594, 2.4600], [2.8859, 2.9049, 3.0598], [4.9854, 2.1735, 0.5094], [2.7792, 2.1333, -0.6627], [0.7314, 2.8951, 0.5989], [2.8799, 3.0801, 4.1314], [0.0848, -2.3696, -0.3809], [0.1349, -1.3620, -1.5313], [1.5114, -0.6960, -1.5596], [-0.0934, -2.0902, -2.8535], [-1.1129, 0.0424, -1.1375], [-0.7532, 0.9173, 0.1194], [-1.2173, 1.1378, -2.7113], [-1.7289, 0.7812, -3.9607], [-1.7449, 1.6696, -5.0289], [-1.2396, 2.9530, -4.8717], [-0.7287, 3.3356, -3.6394], [-0.7241, 2.4394, -2.5780], [-2.8337, -0.7640, -0.9040], [-3.4238, -0.5467, 0.3452], [-4.6690, -1.0740, 0.6632], [-5.3634, -1.8341, -0.2677], [-4.7997, -2.0643, -1.5149], [-3.5513, -1.5356, -1.8205], [0.8201, -3.1709, -0.5421], [-0.9031, -2.8331, -0.2997], [0.3206, -1.8893, 0.5734], [2.3110, -1.4322, -1.7189], [1.6998, -0.1758, -0.6135], [1.5749, 0.0499, -2.3611], [0.6971, -2.8391, -3.0052], [-0.0684, -1.4109, -3.7095], [-1.0479, -2.6251, -2.8695], [-2.1308, -0.2148, -4.1127], [-2.1524, 1.3592, -5.9855], [-1.2481, 3.6499, -5.7029], [-0.3343, 4.3366, -3.5009], [-0.3427, 2.7309, -1.6053], [-2.8667, 0.0464, 1.0624], [-5.0937, -0.8932, 1.6446], [-6.3360, -2.2473, -0.0230], [-5.3303, -2.6594, -2.2512], [-3.1344, -1.7381, -2.8016]]
}

Record 3
{
  "formula": "C27H23ClN4O7S",
  "method": "ωB97M-V/def2-TZVPD",
  "total_charge": 0,
  "lumo_energy_ev": -1.024,
  "homo_energy_ev": -8.19,
  "smiles": "COc1ccc(N(CC(=O)N/N=C/c2ccc(-c3ccc([N+](=O)[O-])cc3)o2)S(=O)(=O)c2ccc(C)cc2)cc1Cl",
  "symbols": ["C", "O", "C", "C", "C", "C", "N", "C", "C", "O", "N", "N", "C", "C", "C", "C", "C", "C", "C", "C", "C", "N", "O", "O", "C", "C", "O", "S", "O", "O", "C", "C", "C", "C", "C", "C", "C", "C", "C", "Cl", "H", "H", "H", "H", "H", "H", "H", "H", "H", "H", "H", "H", "H", "H", "H", "H", "H", "H", "H", "H", "H", "H", "H"],
  "positions_angstrom": [[-7.8709, -3.3577, -1.6682], [-7.8231, -2.6130, -0.4748], [-6.7332, -1.8441, -0.2342], [-5.6213, -1.7336, -1.0615], [-4.5520, -0.9257, -0.7161], [-4.5716, -0.1858, 0.4588], [-3.4863, 0.6471, 0.7678], [-3.1000, 0.9121, 2.1424], [-1.5967, 0.6337, 2.2622], [-1.1482, -0.4455, 2.5542], [-0.8388, 1.7267, 1.9435], [0.4723, 1.6012, 1.6950], [1.0871, 2.5813, 1.1601], [2.4615, 2.4648, 0.7872], [3.3001, 3.3906, 0.1943], [4.5206, 2.7375, -0.0154], [4.3593, 1.4487, 0.4595], [5.2574, 0.3198, 0.4946], [6.5565, 0.4102, -0.0204], [7.3947, -0.6813, 0.0101], [6.9417, -1.8792, 0.5556], [7.8156, -3.0193, 0.5812], [7.3815, -4.0531, 1.0461], [8.9359, -2.8816, 0.1338], [5.6548, -1.9867, 1.0756], [4.8198, -0.8931, 1.0449], [3.1099, 1.2990, 0.9435], [-2.8937, 1.6870, -0.4068], [-2.6167, 2.9487, 0.2398], [-3.7838, 1.7012, -1.5233], [-1.3127, 0.9977, -0.9015], [-0.4358, 1.8506, -1.5456], [0.8195, 1.3947, -1.9087], [1.2086, 0.0914, -1.6209], [2.5633, -0.4113, -2.0101], [0.3066, -0.7508, -0.9781], [-0.9547, -0.3072, -0.6227], [-5.6865, -0.2715, 1.2903], [-6.7382, -1.0976, 0.9511], [-8.1054, -1.2056, 1.9923], [-7.8236, -2.7084, -2.5478], [-8.8295, -3.8733, -1.6512], [-7.0636, -4.0954, -1.7133], [-5.5751, -2.2843, -1.9867], [-3.7076, -0.8521, -1.3811], [-3.3372, 1.9447, 2.4185], [-3.6237, 0.2138, 2.7956], [-1.3260, 2.5701, 1.6155], [0.5967, 3.5314, 0.9247], [3.0571, 4.4043, -0.0506], [5.4010, 3.1586, -0.4555], [6.9031, 1.3392, -0.4427], [8.3991, -0.6308, -0.3815], [5.3348, -2.9279, 1.4961], [3.8208, -0.9536, 1.4480], [-0.7480, 2.8635, -1.7465], [1.5058, 2.0612, -2.4102], [2.9848, -1.0306, -1.2219], [3.2434, 0.4113, -2.2164], [2.4860, -1.0226, -2.9093], [0.5971, -1.7633, -0.7439], [-1.6403, -0.9645, -0.1123], [-5.7522, 0.3079, 2.1968]]
}

Record 4
{
  "formula": "C27H23ClNO4PSZr",
  "method": "ωB97M-V/def2-TZVPD",
  "total_charge": 2,
  "relative_energy_kj_mol": 82.31,
  "lumo_energy_ev": -7.436,
  "homo_energy_ev": -14.69,
  "symbols": ["Zr", "C", "C", "C", "C", "C", "C", "C", "S", "O", "O", "N", "C", "C", "O", "O", "H", "H", "H", "H", "H", "H", "H", "H", "H", "Cl", "C", "C", "C", "C", "C", "C", "P", "C", "C", "C", "C", "C", "C", "C", "C", "C", "C", "C", "C", "H", "H", "H", "H", "H", "H", "H", "H", "H", "H", "H", "H", "H", "H"],
  "positions_angstrom": [[-1.3251, -0.6965, 0.0629], [-2.4038, 7.3294, 2.2546], [-2.2190, 5.9043, 1.8229], [-1.6553, 5.6037, 0.5821], [-1.4873, 4.2971, 0.1647], [-1.9010, 3.2894, 1.0401], [-2.4754, 3.5468, 2.2914], [-2.6196, 4.8623, 2.6686], [-1.8124, 1.6823, 0.5527], [-1.3700, 0.7678, 1.6777], [-0.7683, 1.4426, -0.4832], [-3.1087, 0.8951, 0.1510], [-3.7870, 0.7073, -1.1585], [-2.9754, -0.5478, -1.4872], [-1.8496, -0.3852, -2.0221], [-3.0384, -1.5645, -0.6725], [-1.9166, 8.0238, 1.5741], [-2.0046, 7.4802, 3.2577], [-3.4669, 7.5754, 2.2875], [-1.3378, 6.4129, -0.0627], [-1.0356, 4.0728, -0.7920], [-2.7837, 2.7426, 2.9465], [-3.0466, 5.0914, 3.6369], [-3.6287, 1.4868, -1.8971], [-4.8400, 0.5166, -0.9895], [-1.3869, -2.8000, 1.5713], [-0.2005, -4.0193, 0.9747], [-0.3217, -5.2514, 1.5705], [0.5736, -6.2338, 1.1589], [1.5283, -5.9528, 0.1936], [1.6099, -4.6876, -0.3736], [0.7390, -3.6731, 0.0191], [0.7825, -2.0216, -0.7126], [1.6463, -0.9222, 0.4301], [1.6513, -1.1725, 1.8063], [2.1961, -0.2393, 2.6793], [2.7332, 0.9381, 2.1845], [2.7336, 1.1928, 0.8146], [2.1868, 0.2764, -0.0621], [1.6221, -2.0620, -2.2717], [3.0205, -2.0800, -2.2907], [3.6827, -2.1703, -3.5019], [2.9521, -2.2429, -4.6845], [1.5649, -2.2209, -4.6641], [0.8901, -2.1262, -3.4551], [-1.0799, -5.4486, 2.3153], [0.5078, -7.2203, 1.5977], [2.2157, -6.7242, -0.1253], [2.3517, -4.4911, -1.1370], [1.2822, -2.1092, 2.2026], [2.2142, -0.4426, 3.7414], [3.1673, 1.6595, 2.8643], [3.1687, 2.1058, 0.4307], [2.1824, 0.4858, -1.1249], [3.5886, -2.0145, -1.3697], [4.7640, -2.1828, -3.5265], [3.4735, -2.3129, -5.6303], [1.0084, -2.2729, -5.5899], [-0.1918, -2.1004, -3.4417]]
}

Please write out number 4 again, unchanged.
{
  "formula": "C27H23ClNO4PSZr",
  "method": "ωB97M-V/def2-TZVPD",
  "total_charge": 2,
  "relative_energy_kj_mol": 82.31,
  "lumo_energy_ev": -7.436,
  "homo_energy_ev": -14.69,
  "symbols": ["Zr", "C", "C", "C", "C", "C", "C", "C", "S", "O", "O", "N", "C", "C", "O", "O", "H", "H", "H", "H", "H", "H", "H", "H", "H", "Cl", "C", "C", "C", "C", "C", "C", "P", "C", "C", "C", "C", "C", "C", "C", "C", "C", "C", "C", "C", "H", "H", "H", "H", "H", "H", "H", "H", "H", "H", "H", "H", "H", "H"],
  "positions_angstrom": [[-1.3251, -0.6965, 0.0629], [-2.4038, 7.3294, 2.2546], [-2.2190, 5.9043, 1.8229], [-1.6553, 5.6037, 0.5821], [-1.4873, 4.2971, 0.1647], [-1.9010, 3.2894, 1.0401], [-2.4754, 3.5468, 2.2914], [-2.6196, 4.8623, 2.6686], [-1.8124, 1.6823, 0.5527], [-1.3700, 0.7678, 1.6777], [-0.7683, 1.4426, -0.4832], [-3.1087, 0.8951, 0.1510], [-3.7870, 0.7073, -1.1585], [-2.9754, -0.5478, -1.4872], [-1.8496, -0.3852, -2.0221], [-3.0384, -1.5645, -0.6725], [-1.9166, 8.0238, 1.5741], [-2.0046, 7.4802, 3.2577], [-3.4669, 7.5754, 2.2875], [-1.3378, 6.4129, -0.0627], [-1.0356, 4.0728, -0.7920], [-2.7837, 2.7426, 2.9465], [-3.0466, 5.0914, 3.6369], [-3.6287, 1.4868, -1.8971], [-4.8400, 0.5166, -0.9895], [-1.3869, -2.8000, 1.5713], [-0.2005, -4.0193, 0.9747], [-0.3217, -5.2514, 1.5705], [0.5736, -6.2338, 1.1589], [1.5283, -5.9528, 0.1936], [1.6099, -4.6876, -0.3736], [0.7390, -3.6731, 0.0191], [0.7825, -2.0216, -0.7126], [1.6463, -0.9222, 0.4301], [1.6513, -1.1725, 1.8063], [2.1961, -0.2393, 2.6793], [2.7332, 0.9381, 2.1845], [2.7336, 1.1928, 0.8146], [2.1868, 0.2764, -0.0621], [1.6221, -2.0620, -2.2717], [3.0205, -2.0800, -2.2907], [3.6827, -2.1703, -3.5019], [2.9521, -2.2429, -4.6845], [1.5649, -2.2209, -4.6641], [0.8901, -2.1262, -3.4551], [-1.0799, -5.4486, 2.3153], [0.5078, -7.2203, 1.5977], [2.2157, -6.7242, -0.1253], [2.3517, -4.4911, -1.1370], [1.2822, -2.1092, 2.2026], [2.2142, -0.4426, 3.7414], [3.1673, 1.6595, 2.8643], [3.1687, 2.1058, 0.4307], [2.1824, 0.4858, -1.1249], [3.5886, -2.0145, -1.3697], [4.7640, -2.1828, -3.5265], [3.4735, -2.3129, -5.6303], [1.0084, -2.2729, -5.5899], [-0.1918, -2.1004, -3.4417]]
}